# C23H19HfN3O5S2

A molecular structure, C23H19HfN3O5S2 in a non-equilibrium geometry (the ωB97M-V functional and the def2-TZVPD basis, the OMol25 dataset).

The geometry in XYZ format:
```
53
Properties=species:S:1:pos:R:3:forces:R:3
Hf -1.430 -0.060 1.247 -0.0321 0.2164 -1.1751
O -4.649 -3.006 1.161 0.4270 0.2508 -0.0317
C -3.955 -1.915 1.239 -0.4324 -0.6804 -0.0835
O -2.779 -1.818 0.894 0.5747 -0.1638 -0.3420
C -4.621 -0.735 1.797 -0.7509 1.2280 -0.0624
C -5.986 -0.490 2.032 1.9523 0.1040 0.1139
C -6.282 0.746 2.566 -1.1582 1.3157 0.5410
C -5.355 1.798 2.731 0.4972 -0.7066 -0.1449
C -4.036 1.432 2.382 -0.4694 0.5214 0.9340
N -3.703 0.211 1.977 -0.3690 0.3041 0.0658
C -2.784 2.255 2.535 1.5875 -2.2519 -0.7622
O -2.788 3.505 2.602 -0.8858 2.1124 0.3470
O -1.664 1.646 2.481 -1.6380 0.9447 0.9452
H -4.059 -3.708 0.832 -0.2174 -0.3430 -0.1283
H -6.734 -1.219 1.840 -0.4702 -0.5351 0.0013
H -7.314 0.927 2.885 0.3395 0.0102 -0.2763
H -5.679 2.792 3.151 0.5215 -1.2604 -0.5530
H -3.682 3.935 2.549 0.9205 -0.4106 0.1125
C 0.573 -2.724 -2.230 -0.2697 0.8432 0.0567
C 0.495 -1.769 -1.051 0.8624 0.5659 0.0449
N -0.018 -0.627 -1.364 -0.1734 -1.6636 0.1615
N -0.124 0.375 -0.401 -1.1670 -0.0560 0.7990
C -0.641 1.492 -1.005 0.8876 -0.2018 -0.3166
S -2.136 2.057 -0.463 -0.2956 -0.3489 0.5632
S 0.120 2.260 -2.280 -0.0136 0.4080 -0.8533
C 1.497 1.202 -2.927 0.3911 0.9607 -0.1294
C 2.867 1.762 -2.655 -0.2779 -0.5067 0.6543
C 3.469 2.537 -3.632 0.2254 -0.1056 0.9324
C 4.685 3.113 -3.345 0.2121 -0.0465 -0.4175
C 5.338 2.897 -2.147 0.7023 0.8361 -0.7308
C 4.772 2.105 -1.200 -0.3327 -1.5589 1.3622
C 3.532 1.494 -1.443 -0.4639 0.6054 0.2650
C 1.313 -2.077 0.180 0.2230 -0.4206 -0.4190
C 2.553 -2.670 -0.113 -0.1313 -0.2094 -0.9454
C 3.406 -3.088 0.876 -0.1105 0.2674 -0.0692
C 3.103 -2.821 2.207 0.7091 -0.5850 -0.8134
C 1.918 -2.263 2.539 -1.2829 0.9053 -0.9112
C 1.021 -1.900 1.533 0.5191 -0.1866 -0.4715
O -0.156 -1.324 1.897 -0.8357 0.6739 0.1689
H 1.602 -2.899 -2.511 0.1909 -0.2107 0.0788
H 0.157 -2.169 -3.078 -0.3717 -0.5545 0.1201
H 0.103 -3.687 -2.030 -0.0896 0.1072 -0.1345
H 1.288 1.112 -3.993 -0.0687 0.3633 -0.0546
H 1.349 0.240 -2.542 -0.0230 -1.1183 0.6089
H 2.987 2.674 -4.570 -0.2515 0.2071 -0.6317
H 5.177 3.690 -4.091 0.2417 0.4740 -0.4797
H 6.310 3.372 -2.014 -0.2368 -0.2154 0.1832
H 5.336 1.864 -0.280 -0.5436 0.2730 -0.4982
H 3.024 0.928 -0.629 0.4650 0.2366 -0.7855
H 2.842 -2.808 -1.179 -0.1691 0.0215 1.1940
H 4.287 -3.614 0.574 0.5405 -0.0292 0.1627
H 3.819 -3.047 2.948 0.5834 -0.3504 0.8061
H 1.633 -1.984 3.519 -0.0420 -0.0363 0.9983
```
Forces are in eV/Å.

## Properties
M ... 660.05 g/mol
Gap between HOMO and LUMO ... 5.11 eV
Net charge ... +2

***

# C23H19N5O8STl

A molecular structure, C23H19N5O8STl in a non-equilibrium geometry (the ωB97M-V functional and the def2-TZVPD basis, the OMol25 dataset).

The geometry in XYZ format:
```
57
Properties=species:S:1:pos:R:3:forces:R:3
Tl -0.553 -0.620 -0.274 1.3247 2.1144 -1.4957
C -1.831 -1.282 -4.871 0.2870 0.4993 1.7061
O -1.585 0.004 -5.455 0.2278 0.0285 0.1157
C -0.423 0.616 -5.044 -0.4395 -0.8109 1.2586
C 0.316 1.275 -5.971 -1.1561 -0.5819 -1.0198
C 1.624 1.587 -5.716 2.2886 2.1099 -1.9431
C 2.186 1.502 -4.502 -0.0564 -0.6569 2.4229
C 1.331 1.145 -3.390 -0.4243 -0.7692 -1.0430
C 1.703 1.536 -2.086 -2.0755 0.7044 4.0156
N 0.775 1.560 -1.050 2.0492 -1.5009 -3.1659
N 1.044 2.335 0.010 -1.3653 -0.5516 1.8629
C 0.108 2.127 0.983 2.2259 0.0801 -2.2278
O -0.834 1.252 0.979 0.0237 0.0808 0.0748
C 0.240 3.066 2.110 -0.5208 -0.8067 -1.0020
C -0.869 3.192 2.918 -0.3540 -0.0076 0.5084
C -0.836 4.107 3.935 -0.1259 1.0975 0.7789
C 0.268 4.950 4.170 -1.4925 -1.7080 -0.2849
C 1.364 4.725 3.380 1.1857 1.3927 0.4675
C 1.358 3.836 2.319 1.3054 0.4431 0.8436
C 0.004 0.527 -3.645 2.0054 0.3363 -0.5637
O -0.656 -0.111 -2.769 -0.6311 0.3487 0.5042
H -2.432 -1.806 -5.580 -0.2757 -0.5324 -0.5643
H -2.412 -1.107 -3.930 0.5463 -0.5612 -0.7543
H -0.879 -1.843 -4.604 -1.1033 0.6716 -0.5158
H -0.102 1.392 -6.976 0.1487 -0.1067 0.3557
H 2.246 2.108 -6.484 -0.6393 -0.8236 0.2959
H 3.279 1.649 -4.352 -1.0359 0.3439 0.0590
H 2.679 2.034 -1.857 -0.8012 -0.2625 -0.4445
H -1.751 2.571 2.760 0.3640 0.1352 -0.0836
H -1.702 4.210 4.565 -0.2764 0.0582 0.2087
H 0.206 5.625 4.997 0.3379 0.4274 0.2268
H 2.266 5.314 3.628 -0.3306 -0.4234 -0.4620
H 2.325 3.750 1.820 -0.7496 -0.3829 -0.4392
O -2.904 -2.718 5.236 0.5564 0.3240 -1.5207
C -2.258 -2.439 4.042 -0.2520 -1.3978 -0.8262
C -0.859 -2.301 3.885 0.7874 1.1566 0.3887
C -0.392 -1.848 2.649 -1.9047 -0.0948 -0.3011
N -1.209 -1.672 1.628 -0.7249 -0.3215 -0.0603
C -2.489 -2.005 1.684 -0.0752 -0.0446 -0.1229
C -3.051 -2.504 2.863 1.7007 1.6829 -0.0320
C -3.263 -1.765 0.354 -0.8661 -0.4170 -0.6498
O -4.403 -2.223 0.301 0.7306 0.3654 0.2659
O -2.674 -1.144 -0.635 0.0160 -0.6556 1.4821
C 1.009 -1.636 2.259 1.9143 0.3049 -0.2793
O 1.776 -2.340 2.938 0.8261 0.2416 -0.3793
O 1.287 -0.871 1.261 -0.3116 -1.1753 1.2381
H -2.314 -2.423 5.918 0.4084 0.0667 0.8194
H -0.013 -2.310 4.626 -1.4565 -0.3478 -0.2512
H -4.089 -2.649 2.850 -1.2312 -0.4440 0.3094
N 3.194 -2.974 0.008 0.2761 3.4054 -1.5659
C 2.030 -3.333 -0.562 -1.8713 -0.8156 -0.5385
N 1.608 -4.581 -0.285 0.6302 -0.3792 1.0692
S 1.030 -2.428 -1.672 0.8369 -0.1317 0.4144
H 3.286 -3.081 0.993 -0.1108 -0.5319 1.0337
H 3.393 -1.944 -0.208 -0.4075 -1.9859 0.3809
H 2.146 -5.082 0.440 -0.7091 0.1477 -0.7862
H 0.704 -4.952 -0.595 0.7711 0.6622 0.2156
```
Forces are in eV/Å.

## Properties
Energy relative to the best compared isomer or geometry (same formula, charge and spin) ... 0.0 kcal per mole
M ... 729.88 g/mol
Gap between HOMO and LUMO (alpha / beta) ... 5.31 / 5.31 eV
Net charge ... -1

***

# C23H20BiClNO3P

A molecular structure, C23H20BiClNO3P in a non-equilibrium geometry (the ωB97M-V functional and the def2-TZVPD basis, the OMol25 dataset).

The geometry in XYZ format:
```
50
Properties=species:S:1:pos:R:3:forces:R:3
C -0.955 -1.501 3.551 0.9533 -1.0567 -0.6163
C -0.959 -2.160 2.299 0.0292 0.1811 1.0535
C 0.407 -2.428 1.897 0.8002 -0.0473 0.2882
H -1.849 -2.460 1.720 0.5742 0.3716 0.3928
C 1.282 -2.073 2.906 -0.6936 -0.2603 -0.7661
C 0.516 -1.599 4.125 -0.1602 0.0083 -0.2742
H 0.624 -2.231 5.024 -0.4905 -0.5825 -0.5937
H -1.789 -1.401 4.240 -0.0585 0.0116 -0.2269
H 0.683 -2.842 0.907 -0.1325 0.4400 0.7733
H 2.376 -1.961 2.837 -0.7028 -0.3301 0.0752
Bi -0.178 0.924 3.323 1.5757 -0.2319 0.9227
Cl 2.084 1.568 2.404 -0.5565 -0.0638 -0.0223
P -0.060 0.572 -0.358 0.0473 -0.4661 -1.2335
C 1.146 -0.554 -1.206 0.4176 -0.2097 0.3554
C 0.872 -1.286 -2.379 0.2153 -0.0019 0.2089
H -0.099 -1.167 -2.892 0.6956 -0.1826 0.3685
C 1.840 -2.166 -2.892 -0.0795 0.3343 0.2798
H 1.592 -2.743 -3.786 0.2125 0.1436 0.2734
C 3.096 -2.282 -2.272 -0.5661 0.2626 -0.3077
H 3.840 -2.954 -2.709 -0.1981 0.2464 0.2992
C 3.381 -1.493 -1.153 0.2875 -0.2143 -0.1536
H 4.374 -1.534 -0.707 -0.2545 -0.0410 -0.0613
C 2.421 -0.649 -0.607 -0.4760 -0.0631 -0.3480
H 2.653 -0.045 0.277 -0.1125 -0.2749 -0.2925
C -1.601 -0.017 -1.179 -0.4578 -0.0910 0.4864
C -1.922 -1.392 -1.093 -0.5164 0.3724 -0.3157
H -1.174 -2.127 -0.768 -0.3457 0.4093 -0.0584
C -3.193 -1.832 -1.488 0.4034 0.2107 0.2028
H -3.417 -2.894 -1.448 -0.0511 0.1315 0.0201
C -4.158 -0.920 -1.920 0.1801 0.0406 -0.1238
H -5.160 -1.266 -2.192 0.4031 0.1446 0.0669
C -3.822 0.428 -2.037 0.2027 0.0801 0.1380
H -4.550 1.138 -2.413 -0.0103 -0.0626 0.0240
C -2.555 0.895 -1.664 0.0544 -0.8448 -0.0113
H -2.286 1.945 -1.770 -0.1749 -0.2094 0.0671
C 0.299 2.120 -1.287 -0.0545 0.5317 0.7627
C 0.930 2.167 -2.537 -0.3862 -0.0578 0.4980
H 1.162 1.216 -3.033 0.0414 0.6104 0.0437
C 1.233 3.405 -3.097 0.1167 -0.1456 -0.0464
H 1.722 3.416 -4.062 0.0424 0.1277 -0.0337
C 0.938 4.600 -2.439 -0.3033 -0.6530 0.1102
H 1.207 5.548 -2.905 -0.1490 -0.2058 0.2489
C 0.274 4.537 -1.208 0.0896 0.3647 -0.0750
H -0.001 5.463 -0.712 0.0789 -0.0981 0.0346
C -0.026 3.316 -0.611 0.2270 -0.3895 -0.6717
H -0.510 3.266 0.371 0.2158 0.1215 -0.3753
O -1.492 0.202 6.296 1.6786 0.3628 0.6190
N -0.485 0.324 7.042 -0.1312 1.2022 -0.8177
O 0.273 1.297 7.030 -1.5240 -1.6184 -0.2304
O 1.013 -0.370 4.580 -0.9568 1.6925 -0.9579
```
Forces are in eV/Å.

## Properties
M ... 633.82 g/mol
Gap between HOMO and LUMO (alpha / beta) ... 7.12 / 3.04 eV
Net charge ... 0